Entry 1:
The following is a quantum chemistry calculation of one molecule with the formula C2H6N2O at a distorted geometry, from the Open Molecules 2025 dataset.

SMILES: N[C@@H]1C[N@H+]1[O-]
LUMO energy in eV: 0.8
ΔE to the lowest compared entry with this formula, charge and spin in kcal per mole: 118.9
E_HOMO in eV: -8.262
Gap between HOMO and LUMO in eV: 9.1

The geometry in XYZ format:
```
11
Properties=species:S:1:pos:R:3:forces:R:3
O -2.26713 -0.44820 -0.08520 -1.01 -0.35 -0.40
H 0.27063 -0.37743 -1.56800 -1.22 0.13 1.40
N -1.09581 -0.19186 0.37091 1.84 1.90 -1.50
H 2.11455 -0.63429 -0.48409 -0.23 -0.39 1.33
H -0.83352 1.77890 -0.70659 0.26 -1.24 0.94
H 0.14706 1.74038 0.81637 -0.12 -0.95 0.09
N 1.40293 -0.75590 0.27242 -0.54 1.90 -2.04
H 1.31573 -1.74397 0.43551 -0.31 -0.44 -0.24
H -0.91944 -0.30702 1.35085 0.30 -0.98 0.81
C -0.33737 1.10841 0.05902 -0.51 1.62 -1.74
C 0.20235 -0.16902 -0.46121 1.54 -1.22 1.35
```
Positions in Å, forces in eV/Å.

These are the Löwdin partial charges, in e, on atoms 1 to 5:
1 O -0.19
2 H 0.16
3 N -0.25
4 H 0.08
5 H 0.13

***

Entry 2:
The following is a quantum chemistry calculation of a 2-piece molecular cluster, C2H6N2O overall at a distorted geometry, from the Open Molecules 2025 dataset.

Total charge: +1
LUMO energy (spin up / spin down) in eV: -6.7 / -10.0
ΔE to the lowest compared entry with this formula, charge and spin in kcal per mole: 54.1
E_HOMO (spin up / spin down) in eV: -12.474 / -12.472
Expectation value of S²: 0.76
Gap between HOMO and LUMO (spin up / spin down) in eV: 5.8 / 2.5
Multiplicity: 2

The geometry in XYZ format:
```
11
Properties=species:S:1:pos:R:3:forces:R:3
H -1.50325 -1.91491 2.35751 0.12 0.26 -0.23
C 1.30904 3.15904 -0.90800 1.54 -1.88 -3.48
N -1.62694 -2.45324 0.40514 -0.68 -0.53 -1.99
H 2.10493 1.46407 -1.90750 0.02 0.03 -0.78
N 1.71360 2.41622 -1.89141 -0.99 1.26 4.85
H 1.42084 2.95361 0.18135 0.04 -0.39 -0.65
H -1.19724 -2.71869 -0.49843 -0.16 0.18 1.16
O 0.33020 -2.14683 1.56290 0.78 0.64 -0.67
H -2.61431 -2.75295 0.48364 1.15 0.67 0.32
C -0.86580 -2.10423 1.46548 -1.24 -1.16 1.37
H 0.92893 4.09791 -1.25068 -0.59 0.93 0.10
```
Positions in Å, forces in eV/Å.

These are the Löwdin partial charges, in e, on atoms 1 to 5:
1 H 0.13
2 C 0.19
3 N 0.09
4 H 0.17
5 N 0.35

***

Entry 3:
The following is a quantum chemistry calculation of a 2-piece molecular cluster, C2H6N2O overall at a distorted geometry, from the Open Molecules 2025 dataset.

Total charge: +1
LUMO energy (spin up / spin down) in eV: -4.7 / -9.3
ΔE to the lowest compared entry with this formula, charge and spin in kcal per mole: 32.6
E_HOMO (spin up / spin down) in eV: -15.110 / -15.062
Expectation value of S²: 0.76
Gap between HOMO and LUMO (spin up / spin down) in eV: 10.4 / 5.8
Multiplicity: 2

The geometry in XYZ format:
```
11
Properties=species:S:1:pos:R:3:forces:R:3
H -1.54491 0.73311 -1.76676 0.15 0.47 0.00
H 1.27961 0.79782 1.25654 0.01 0.90 1.20
O -1.78633 -0.51831 1.02933 -0.41 -0.27 0.44
H 2.87398 -0.67482 1.20646 0.17 -0.07 0.00
H -3.12023 -0.32447 -0.46592 -0.24 0.09 0.28
C -2.13287 -0.04771 -0.08123 0.69 0.35 -0.43
C 2.25687 -0.47977 0.33501 -0.16 0.19 -0.12
N -1.29890 0.67612 -0.78383 -0.65 -1.38 -0.32
H 2.43031 -1.06706 -0.56192 0.04 0.04 -0.02
N 1.34969 0.40892 0.35010 -0.44 -1.20 -1.05
H -0.30723 0.49617 -0.51779 0.83 0.89 0.03
```
Positions in Å, forces in eV/Å.

These are the Löwdin partial charges, in e, on atoms 1 to 5:
1 H 0.15
2 H 0.05
3 O 0.32
4 H 0.09
5 H 0.20

***

Entry 4:
The following is a quantum chemistry calculation of a 2-piece molecular cluster, C2H6N2O2 overall at a distorted geometry, from the Open Molecules 2025 dataset.

SMILES: [H]/N=[NH+]\[O-].CC=O
LUMO energy in eV: 0.4
ΔE to the lowest compared entry with this formula, charge and spin in kcal per mole: 108.1
E_HOMO in eV: -10.026
Gap between HOMO and LUMO in eV: 10.4

The geometry in XYZ format:
```
12
Properties=species:S:1:pos:R:3:forces:R:3
C -0.79040 0.79107 0.41898 -0.89 2.55 1.31
O 3.06295 -0.13261 0.08908 0.03 -0.26 -0.16
C -1.61959 -0.21799 -0.24365 -0.50 -2.07 -1.49
H 1.22611 -1.70315 0.24827 0.77 0.36 0.02
O -0.23356 1.77851 -0.03502 -0.17 -0.79 -0.88
H 1.67686 1.00657 -0.39988 -1.17 0.15 -0.16
N 0.95439 -0.76088 -0.03663 -2.86 -1.76 -0.09
N 1.84811 0.03231 -0.14059 4.56 1.19 0.51
H -2.75538 -0.17648 -0.25858 1.47 0.39 0.70
H -0.83627 0.81098 1.50736 0.14 -0.74 0.67
H -1.30910 -0.22350 -1.28730 -0.17 0.00 -0.23
H -1.22411 -1.20482 0.13796 -1.20 0.98 -0.20
```
Positions in Å, forces in eV/Å.

These are the Löwdin partial charges, in e, on atoms 1 to 5:
1 C -0.39
2 O -0.03
3 C -0.09
4 H 0.13
5 O -0.01

***

Entry 5:
The following is a quantum chemistry calculation of a 2-piece molecular cluster, C2H6N2O2 overall at a distorted geometry, from the Open Molecules 2025 dataset.

SMILES: NC=O.NC=O
LUMO energy in eV: 0.6
ΔE to the lowest compared entry with this formula, charge and spin in kcal per mole: 21.5
E_HOMO in eV: -9.974
Gap between HOMO and LUMO in eV: 10.5

The geometry in XYZ format:
```
12
Properties=species:S:1:pos:R:3:forces:R:3
H 2.89265 0.32814 -0.12115 0.59 -0.12 0.86
C 2.36983 -0.73950 1.67607 0.42 -0.36 -0.81
N -1.94888 1.02223 -0.69137 1.18 0.08 1.22
C -2.52648 -0.00181 -1.34294 -3.19 1.02 -1.35
H 3.36323 -0.54989 2.10675 -0.11 0.23 0.36
H -2.91454 -0.87473 -0.80439 1.36 -0.37 0.65
O 1.50527 -1.39588 2.20186 -0.06 0.14 0.28
N 2.28996 -0.29520 0.39411 -0.44 0.46 -1.15
H -2.01235 1.99078 -0.97371 -0.05 -0.47 -0.56
H -1.44329 0.86333 0.16123 -0.13 -0.11 0.19
O -3.06729 0.16156 -2.42772 0.84 -0.16 -0.11
H 1.49188 -0.50904 -0.17875 -0.42 -0.34 0.43
```
Positions in Å, forces in eV/Å.

These are the Löwdin partial charges, in e, on atoms 1 to 5:
1 H 0.09
2 C -0.43
3 N 0.11
4 C -0.42
5 H 0.12

***

Entry 6:
The following is a quantum chemistry calculation of one molecule with the formula C2H6N2O2 at a distorted geometry, from the Open Molecules 2025 dataset.

SMILES: NCC(=O)NO
LUMO energy in eV: 0.2
ΔE to the lowest compared entry with this formula, charge and spin in kcal per mole: 122.1
E_HOMO in eV: -8.817
Gap between HOMO and LUMO in eV: 9.0

The geometry in XYZ format:
```
12
Properties=species:S:1:pos:R:3:forces:R:3
H -0.08136 -1.78982 -0.99839 -0.95 -0.42 -0.17
N 0.25276 -1.74231 -0.06117 -2.49 -3.57 4.51
H -1.21358 1.89323 0.09899 2.30 -3.35 0.66
C 0.29338 0.47500 -0.42903 3.18 2.23 -2.67
H -0.47345 -1.82333 0.79815 1.94 0.19 -3.65
H 1.94416 -1.02566 -0.85008 -1.37 2.11 2.83
O 0.56855 1.13540 -1.42812 -0.31 -0.49 0.03
C 1.12796 -0.66932 0.03555 2.16 0.87 -1.54
N -0.58465 0.98681 0.42177 -5.35 3.06 1.00
H 1.49446 -0.30489 1.08258 -0.06 -1.54 -1.72
O -1.46513 0.05662 1.14043 5.06 0.91 3.94
H -0.70249 -0.03113 2.00693 -4.10 -0.01 -3.20
```
Positions in Å, forces in eV/Å.

These are the Löwdin partial charges, in e, on atoms 1 to 5:
1 H 0.07
2 N -0.05
3 H 0.23
4 C -0.59
5 H 0.14

***

Entry 7:
The following is a quantum chemistry calculation of C2H6N2O2 as an isolated structure at a distorted geometry, from the Open Molecules 2025 dataset.

LUMO energy in eV: -1.1
ΔE to the lowest compared entry with this formula, charge and spin in kcal per mole: 115.8
E_HOMO in eV: -8.717
Gap between HOMO and LUMO in eV: 7.6

The geometry in XYZ format:
```
12
Properties=species:S:1:pos:R:3:forces:R:3
H -1.23147 -1.19499 0.87183 1.84 -0.19 1.07
C 0.31448 0.00620 0.13890 -1.85 0.18 -1.23
C -1.31030 -0.36082 -0.19020 1.77 2.79 -1.65
N 1.26393 -0.46457 -0.82034 0.05 -0.20 0.16
H 1.35823 -1.47119 -0.75332 0.00 0.02 -0.06
O 0.04802 -0.77233 1.20448 -1.79 -1.09 0.48
H 2.16963 -0.04941 -0.62635 -0.06 -0.01 -0.02
O -2.17754 0.50078 -0.12062 0.29 -0.98 0.43
H -0.05338 1.68361 1.17877 -0.02 -0.04 -0.08
H 0.25738 1.94267 -0.41160 0.01 -0.10 0.02
H -1.15360 -1.20432 -0.86714 -0.42 -0.66 0.51
N 0.51461 1.38437 0.39558 0.16 0.29 0.36
```
Positions in Å, forces in eV/Å.

These are the Löwdin partial charges, in e, on atoms 1 to 5:
1 H 0.23
2 C -0.71
3 C -0.31
4 N 0.10
5 H 0.08

***

Entry 8:
The following is a quantum chemistry calculation of a 2-piece molecular cluster, C2H6N2O2 overall at a distorted geometry, from the Open Molecules 2025 dataset.

SMILES: NC=O.NC=O
LUMO energy in eV: 0.5
ΔE to the lowest compared entry with this formula, charge and spin in kcal per mole: 22.5
E_HOMO in eV: -9.784
Gap between HOMO and LUMO in eV: 10.3

The geometry in XYZ format:
```
12
Properties=species:S:1:pos:R:3:forces:R:3
H -0.27067 0.01626 1.75574 -0.15 -0.48 0.67
N -0.98904 -0.33405 2.39430 2.65 -1.17 -0.17
H 2.85101 0.54535 -2.81863 0.22 1.03 0.84
C 2.01927 0.56636 -2.07333 1.79 2.14 4.01
O 1.91175 1.11819 -0.93878 0.89 -0.66 -3.20
C -2.18408 0.13935 2.17992 -4.39 0.68 0.98
O -3.24696 -0.20596 2.75071 2.56 0.66 -1.47
N 1.13546 -0.26267 -2.48837 -2.87 -3.05 -1.62
H 1.39208 -0.89586 -3.24978 -0.59 0.45 0.45
H -0.82277 -1.18815 2.93224 -0.17 0.64 -0.28
H -2.12974 0.98060 1.44710 -0.44 -0.30 0.23
H 0.33369 -0.47941 -1.89111 0.50 0.05 -0.43
```
Positions in Å, forces in eV/Å.

These are the Löwdin partial charges, in e, on atoms 1 to 5:
1 H 0.11
2 N 0.12
3 H 0.14
4 C -0.44
5 O -0.05

***

Entry 9:
The following is a quantum chemistry calculation of C2H6N2O2 as an isolated structure at a distorted geometry, from the Open Molecules 2025 dataset.

LUMO energy in eV: 0.6
ΔE to the lowest compared entry with this formula, charge and spin in kcal per mole: 192.3
E_HOMO in eV: -8.062
Gap between HOMO and LUMO in eV: 8.7

The geometry in XYZ format:
```
12
Properties=species:S:1:pos:R:3:forces:R:3
H 1.36604 -0.03523 -1.21052 -0.25 0.24 0.06
N 0.41470 0.60414 1.80237 1.76 0.31 1.01
H -1.00001 -0.62967 -1.82685 -0.09 -0.19 0.07
H -0.94552 2.28315 -0.12446 0.20 -0.19 0.10
H -1.15205 -1.59161 -0.26700 -0.03 0.00 -0.19
O 0.22348 -0.31073 2.56063 0.21 0.21 -0.62
C -0.66740 -0.77805 -0.80058 -0.09 0.57 -0.64
H 1.27769 -1.36094 0.05157 -0.17 0.42 0.72
C 0.76307 -0.57798 -0.49409 -1.71 0.35 -1.00
N -0.72198 0.42992 0.00740 1.05 -1.61 -0.85
O -0.79120 1.57846 -0.77066 0.10 -0.38 -0.35
H 1.23318 0.38854 1.07218 -0.99 0.26 1.69
```
Positions in Å, forces in eV/Å.

These are the Löwdin partial charges, in e, on atoms 1 to 5:
1 H 0.09
2 N -0.07
3 H 0.11
4 H 0.11
5 H 0.12

***

Entry 10:
The following is a quantum chemistry calculation of one molecule with the formula C2H6N2O2S at a distorted geometry, from the Open Molecules 2025 dataset.

SMILES: NC(=O)NSCO
LUMO energy in eV: 0.6
ΔE to the lowest compared entry with this formula, charge and spin in kcal per mole: 35.5
E_HOMO in eV: -8.662
Gap between HOMO and LUMO in eV: 9.2

The geometry in XYZ format:
```
13
Properties=species:S:1:pos:R:3:forces:R:3
N -1.03621 0.73181 0.08540 1.33 -1.50 -2.87
S 0.06088 1.96589 -0.29158 2.16 -2.38 0.03
H -1.76682 -2.31848 -0.70561 0.20 -1.00 0.15
H -1.60619 0.96023 0.80411 -2.20 0.23 2.59
O -0.46464 -0.64323 -1.64793 0.58 0.26 -0.85
N -1.97399 -1.49378 -0.20037 0.29 3.23 -1.11
O 1.67064 -0.01265 1.14574 0.63 1.87 1.39
C -1.12661 -0.46882 -0.66279 -0.25 0.30 -0.02
H 2.56128 1.33612 -0.14282 0.27 0.61 0.34
H -1.90861 -1.40538 0.76217 -0.45 -1.23 2.29
H 1.82350 -0.05798 -0.79051 -0.95 0.00 -0.99
H 2.04688 0.73119 1.66229 -0.52 -1.35 1.24
C 1.71988 0.67509 -0.01810 -1.08 0.96 -2.17
```
Positions in Å, forces in eV/Å.

These are the Löwdin partial charges, in e, on atoms 1 to 5:
1 N -0.34
2 S 0.83
3 H 0.09
4 H 0.02
5 O 0.03